P | The following is a quantum chemistry calculation of an isolated ion of composition C5H11N2S and charge +1, from the Open Molecules 2025 dataset.

ORCA input file:
```
! wB97M-V def2-TZVPD RIJCOSX def2/J DEFGRID3
* xyz 1 1
C 2.01022 -0.47527 -0.86093
C 2.21212 0.44025 0.26796
C -0.37079 -0.08567 0.32912
C -0.24319 -1.22178 1.33327
C -1.81958 1.14041 -1.15992
N 0.89570 -0.83421 -1.27720
N -1.78943 0.22974 0.00889
S 0.65648 1.32448 0.66722
H 2.86504 -0.94796 -1.30978
H 2.63460 -0.17849 1.11966
H 2.97709 1.15367 -0.08927
H -1.17268 -1.61369 1.80642
H 0.44511 -0.95712 2.05876
H 0.12660 -2.05297 0.62008
H -0.87080 0.83897 -1.69205
H -2.70980 1.15317 -1.80788
H -1.66231 2.09190 -0.64442
H -2.08475 -0.76004 -0.19828
H -2.09964 0.75462 0.82836
*
```

Properties
HOMO-LUMO gap (spin up / spin down) ... 8.858 / 8.857 eV
E_HOMO (spin up / spin down) ... -12.93 / -12.92 eV

Mulliken population analysis, charges in e, atoms 1 to 8: number 1, C, carries 0.10; number 2, C, carries -0.57; number 3, C, carries 0.12; number 4, C, carries -1.41; number 5, C, carries -0.75; number 6, N, carries -0.56; number 7, N, carries -0.06; number 8, S, carries -0.04

Q | The following is a quantum chemistry calculation of an isolated ion of composition C5H11N2S and charge +1, from the Open Molecules 2025 dataset.

ORCA input file:
```
! wB97M-V def2-TZVPD RIJCOSX def2/J DEFGRID3
* xyz 1 1
C 1.61248 0.05971 -0.21518
C 1.04687 -1.07409 0.62577
C -1.46947 -0.07345 -0.12707
C 3.12154 -0.15826 -0.38060
C -1.89377 0.67708 1.16218
N 0.97391 0.95070 -0.73267
N -2.22232 0.41285 -1.27378
S -0.60441 -1.50462 -0.03059
H 1.44306 -2.09745 0.61613
H 0.95299 -0.84686 1.61149
H 3.54852 0.43829 0.35799
H 3.46578 -0.02099 -1.35897
H 3.30596 -1.13449 -0.05211
H -1.24778 1.57197 1.37366
H -1.96204 0.04968 2.09938
H -2.78209 1.23278 1.08572
H -3.18536 0.85281 -1.05779
H -2.51314 -0.42044 -1.87702
H -1.59074 1.08477 -1.82653
*
```

Properties
HOMO-LUMO gap (spin up / spin down) ... 6.379 / 6.377 eV
E_HOMO (spin up / spin down) ... -11.86 / -11.86 eV

Mulliken population analysis, charges in e, atoms 1 to 8: number 1, C, carries 0.78; number 2, C, carries -0.73; number 3, C, carries 0.11; number 4, C, carries -1.20; number 5, C, carries -1.28; number 6, N, carries -0.56; number 7, N, carries -0.27; number 8, S, carries -0.10

Name the most stable of them. P.

P | The following is a quantum chemistry calculation of a 2-piece molecular cluster, C3H5ClSi overall, from the Open Molecules 2025 dataset.

ORCA input file:
```
! wB97M-V def2-TZVPD RIJCOSX def2/J DEFGRID3
* xyz 0 1
C -2.94725 -1.70001 0.66144
C -2.27726 -0.72033 0.39635
C 2.27946 -1.63159 0.04984
Si -1.53898 0.81884 -0.31614
Cl 1.41518 -0.21218 0.05339
H -3.19605 -2.67714 0.96319
H 2.46107 -2.20212 -0.98386
H 1.76286 -2.29906 0.85139
H -0.67703 1.79621 0.23391
H -1.95705 0.88096 -1.72780
*
```

Properties
HOMO-LUMO gap (spin up / spin down) ... 8.419 / 6.353 eV
E_HOMO (spin up / spin down) ... -8.92 / -6.90 eV

Mulliken population analysis, charges in e, atoms 1 to 8: number 1, C, carries 0.16; number 2, C, carries -0.57; number 3, C, carries -0.45; number 4, Si, carries 0.19; number 5, Cl, carries -0.08; number 6, H, carries 0.37; number 7, H, carries 0.26; number 8, H, carries 0.23

Q | The following is a quantum chemistry calculation of a 2-piece molecular cluster, C3H5ClSi overall, from the Open Molecules 2025 dataset.

ORCA input file:
```
! wB97M-V def2-TZVPD RIJCOSX def2/J DEFGRID3
* xyz 0 1
C -3.01795 -0.77501 0.06026
C -2.08519 -0.00612 -0.12153
C 1.34565 -0.60909 -0.04813
Si 0.68651 1.15912 0.25427
Cl 3.10894 -0.26787 -0.39815
H -3.91977 -1.28145 0.42134
H 0.77095 -0.88935 -0.94923
H 1.04366 -1.38713 0.71359
H 1.52963 2.20681 1.08746
H 0.53757 1.85010 -1.01987
*
```

Properties
HOMO-LUMO gap ... 7.009 eV
E_HOMO ... -9.12 eV

Mulliken population analysis, charges in e, atoms 1 to 8: number 1, C, carries -0.13; number 2, C, carries -0.73; number 3, C, carries -0.43; number 4, Si, carries 0.53; number 5, Cl, carries -0.17; number 6, H, carries 0.33; number 7, H, carries 0.28; number 8, H, carries 0.37

Name the most stable of them. Q.

P | The following is a quantum chemistry calculation of a 2-piece molecular cluster, CH5N4OS overall, from the Open Molecules 2025 dataset.

ORCA input file:
```
! wB97M-V def2-TZVPD RIJCOSX def2/J DEFGRID3
* xyz -1 1
C 0.08740 1.64764 0.08943
N 1.00763 -0.31647 -0.82902
N -1.46843 -0.77562 0.05047
N 0.77791 2.22399 -0.82339
N 0.34226 0.28505 0.29965
O 0.55952 3.47252 -1.06166
S 0.83616 -0.26166 1.83699
H -0.49550 2.19442 0.86566
H 1.10058 0.46666 -1.47945
H -1.36091 -1.19425 1.01349
H -2.47346 -0.48073 -0.05796
H 0.39836 -1.13378 -1.20827
*
```

Properties
HOMO-LUMO gap (spin up / spin down) ... 6.261 / 6.262 eV
E_HOMO (spin up / spin down) ... -3.65 / -3.65 eV

Mulliken population analysis, charges in e, atoms 1 to 8: number 1, C, carries -0.14; number 2, N, carries -0.60; number 3, N, carries -0.60; number 4, N, carries -0.33; number 5, N, carries 0.26; number 6, O, carries -0.61; number 7, S, carries -0.38; number 8, H, carries 0.38

Q | The following is a quantum chemistry calculation of an isolated ion of composition CH5N4OS and charge -1, from the Open Molecules 2025 dataset.

ORCA input file:
```
! wB97M-V def2-TZVPD RIJCOSX def2/J DEFGRID3
* xyz -1 1
H -2.41018 -1.05228 0.85999
N -1.53308 -0.98854 0.38400
N -0.66306 -0.29126 1.06210
S -0.78620 -0.04560 2.67063
C 0.50157 0.10090 0.34480
N 0.10353 1.03409 -0.67264
N 1.24753 -1.04947 -0.12670
O 1.84112 -0.65406 -1.33879
H 1.27827 0.77238 1.11442
H 1.01390 0.86721 -1.23131
H -0.59139 0.39961 -1.21835
H 2.03572 -1.15695 0.46851
*
```

Properties
HOMO-LUMO gap (spin up / spin down) ... 5.449 / 5.449 eV
E_HOMO (spin up / spin down) ... -2.48 / -2.48 eV

Mulliken population analysis, charges in e, atoms 1 to 8: number 1, H, carries 0.24; number 2, N, carries -0.79; number 3, N, carries 0.62; number 4, S, carries -0.35; number 5, C, carries 0.02; number 6, N, carries -0.81; number 7, N, carries -0.39; number 8, O, carries -0.80

Name the most stable of them. Q.

P | The following is a quantum chemistry calculation of one molecule with the formula C4H8O2S2, from the Open Molecules 2025 dataset.

ORCA input file:
```
! wB97M-V def2-TZVPD RIJCOSX def2/J DEFGRID3
* xyz 0 1
C -1.02929 -0.02998 -1.29399
C -0.19629 -1.28009 -1.70700
C 1.19130 0.84966 0.31864
C 0.88752 0.65297 1.73572
O 0.51616 -2.09839 0.66485
O 2.37948 -1.99002 -1.12414
S 0.15559 1.41504 -0.96299
S 1.16450 -1.46093 -0.48968
H -1.66548 0.27996 -2.14666
H -1.47399 -0.34833 -0.38998
H -0.75606 -2.07569 -1.45490
H 0.31436 -1.04150 -2.74111
H 2.17974 0.97869 -0.00960
H 1.56681 1.13268 2.41680
H 1.02922 -0.47800 1.99525
H -0.10116 1.02098 1.97138
*
```

Properties
HOMO-LUMO gap (spin up / spin down) ... 8.318 / 8.317 eV
E_HOMO (spin up / spin down) ... -8.68 / -8.68 eV

Mulliken population analysis, charges in e, atoms 1 to 8: number 1, C, carries -0.64; number 2, C, carries -0.68; number 3, C, carries -0.35; number 4, C, carries -0.82; number 5, O, carries -0.62; number 6, O, carries -0.63; number 7, S, carries -0.12; number 8, S, carries 0.97

Q | The following is a quantum chemistry calculation of a 2-piece molecular cluster, C4H8O2S2 overall, from the Open Molecules 2025 dataset.

ORCA input file:
```
! wB97M-V def2-TZVPD RIJCOSX def2/J DEFGRID3
* xyz 0 1
C 0.82171 1.55294 2.72523
C -0.93140 0.75464 -1.67772
C 0.27600 -0.82963 1.38644
C -1.10379 0.20231 -0.23052
O 2.92726 2.74902 3.87484
O 0.14776 -0.21190 0.18562
S 1.64690 2.05074 1.23773
S 2.49473 1.55101 3.21181
H 0.12777 2.39015 3.07944
H -1.96532 0.83238 -2.09376
H -0.29042 1.69152 -1.71427
H -0.38419 0.05587 -2.29457
H -0.71906 -1.25143 1.70660
H 1.23382 -1.27534 1.68538
H -1.92772 -0.53595 -0.18844
H -1.62961 1.05758 0.40997
*
```

Properties
HOMO-LUMO gap (spin up / spin down) ... 8.118 / 6.934 eV
E_HOMO (spin up / spin down) ... -8.14 / -7.68 eV

Mulliken population analysis, charges in e, atoms 1 to 8: number 1, C, carries -0.27; number 2, C, carries -1.04; number 3, C, carries -0.42; number 4, C, carries -0.25; number 5, O, carries -0.48; number 6, O, carries -0.20; number 7, S, carries -0.14; number 8, S, carries 0.41

Name the most stable of them. P.

P | The following is a quantum chemistry calculation of one molecule with the formula C20H31N5O4, from the Open Molecules 2025 dataset.

ORCA input file:
```
! wB97M-V def2-TZVPD RIJCOSX def2/J DEFGRID3
* xyz 0 1
C -2.84432 4.74581 0.86295
C -1.50858 4.01181 0.80663
C -1.73469 2.51886 0.59593
C -0.72378 4.31050 2.09398
N 0.32775 3.36814 2.40841
N 0.05480 2.22254 3.16326
C 1.14670 1.38042 2.97756
C 1.24185 0.13300 3.79661
C 2.49305 -0.64523 3.43217
O 3.54341 -0.50766 4.03579
N 2.37611 -1.46526 2.37513
C 1.30137 -1.85094 1.45877
C 2.31937 -2.78948 0.75249
C 2.61367 -2.48791 -0.70722
N 1.69355 -3.14538 -1.62940
C 2.09477 -4.46781 -2.07150
C 0.54911 -2.51063 -1.97942
O 0.25999 -1.42948 -1.47130
C -0.33282 -3.20193 -3.00573
C -1.54964 -2.48111 -3.58650
O -2.01147 -2.89049 -4.63777
N -2.07822 -1.47020 -2.87238
C -3.19194 -0.72014 -3.36879
C -3.60927 0.49006 -2.60307
C -2.97362 0.63756 -3.96645
C 3.39723 -2.29017 1.75019
C 1.96065 1.86708 2.02653
C 1.42273 3.15458 1.59435
O 1.77020 3.91577 0.70575
H -3.46838 4.33848 1.66329
H -2.71037 5.81348 1.05088
H -3.39144 4.63887 -0.07436
H -0.91836 4.39179 -0.03000
H -2.31019 2.08823 1.41961
H -2.29519 2.35626 -0.32581
H -0.79371 1.97167 0.51816
H -0.26007 5.29419 2.02178
H -1.40344 4.32337 2.95069
H -0.15975 2.44295 4.13027
H 1.32157 0.38365 4.85564
H 0.33958 -0.46519 3.64810
H 0.46248 -2.35499 1.94324
H 0.93067 -1.03522 0.83854
H 2.08368 -3.84573 0.88149
H 2.57344 -1.41236 -0.87836
H 3.61943 -2.83535 -0.95708
H 1.32711 -4.94170 -2.67158
H 3.01096 -4.41013 -2.66383
H 2.28527 -5.10890 -1.20781
H 0.26148 -3.50673 -3.86616
H -0.72377 -4.12490 -2.56720
H -1.50303 -1.10515 -2.12141
H -3.95140 -1.34639 -3.81326
H -4.66559 0.68990 -2.49588
H -3.00573 0.76270 -1.74745
H -1.95564 1.00087 -3.99642
H -3.59839 0.93417 -4.79666
H 4.21283 -1.71440 1.30452
H 3.82617 -3.03655 2.41969
H 2.85185 1.41079 1.63037
*
```

Properties
HOMO-LUMO gap ... 8.904 eV
E_HOMO ... -8.53 eV

Mulliken population analysis, charges in e, atoms 1 to 8: number 1, C, carries -1.63; number 2, C, carries 0.91; number 3, C, carries -0.91; number 4, C, carries -1.20; number 5, N, carries 0.22; number 6, N, carries -0.20; number 7, C, carries 0.00; number 8, C, carries -0.72

Q | The following is a quantum chemistry calculation of one molecule with the formula C20H31N5O4, from the Open Molecules 2025 dataset.

ORCA input file:
```
! wB97M-V def2-TZVPD RIJCOSX def2/J DEFGRID3
* xyz 0 1
C -1.73448 3.80605 -0.73495
C -0.36146 3.25194 -0.36411
C -0.41485 1.72953 -0.29548
C 0.09480 3.90503 0.95638
N 0.95717 3.11050 1.80805
N 0.39263 2.17740 2.68637
C 1.41627 1.30496 3.02514
C 1.18406 0.28759 4.09968
C 2.13417 -0.88154 3.89252
O 3.22266 -0.93772 4.43343
N 1.69828 -1.82674 3.03080
C 0.68753 -1.74733 1.96192
C 1.52240 -2.76293 1.14527
C 2.05402 -2.28992 -0.20289
N 1.27094 -2.72437 -1.35908
C 1.93007 -3.58634 -2.32684
C 0.03336 -2.20174 -1.51399
O -0.44219 -1.48740 -0.63349
C -0.70800 -2.54581 -2.79280
C -1.98437 -1.79212 -3.17166
O -2.43575 -1.95641 -4.29143
N -2.55801 -1.00997 -2.23969
C -3.76775 -0.29940 -2.51812
C -4.04166 0.92739 -1.70998
C -3.68369 1.04851 -3.16819
C 2.56706 -2.74040 2.29113
C 2.50263 1.52826 2.26254
C 2.21110 2.67427 1.40470
O 2.83889 3.17905 0.48949
H -2.47867 3.50060 0.00621
H -1.73280 4.89776 -0.77575
H -2.06078 3.43677 -1.70824
H 0.36051 3.52733 -1.13595
H -1.12079 1.38553 0.46509
H -0.73297 1.32191 -1.25706
H 0.55853 1.29200 -0.06958
H 0.62690 4.83249 0.74809
H -0.78015 4.16201 1.56032
H -0.08521 2.61786 3.46566
H 1.39482 0.71479 5.08055
H 0.14243 -0.03907 4.07318
H -0.30229 -2.08829 2.26402
H 0.60685 -0.76639 1.49524
H 1.03364 -3.73003 1.03263
H 2.12975 -1.19820 -0.20254
H 3.06007 -2.68502 -0.34900
H 1.20669 -4.12126 -2.93355
H 2.59412 -3.02189 -2.98690
H 2.52329 -4.32868 -1.79407
H -0.04799 -2.43858 -3.65341
H -0.98510 -3.60357 -2.76267
H -2.09471 -0.94304 -1.34141
H -4.60240 -0.92929 -2.79689
H -5.06150 1.11907 -1.40882
H -3.29072 1.22081 -0.98830
H -2.69156 1.40378 -3.41140
H -4.45723 1.32031 -3.87172
H 3.52624 -2.28149 2.03517
H 2.75139 -3.68900 2.79412
H 3.42380 0.97045 2.26226
*
```

Properties
HOMO-LUMO gap ... 9.042 eV
E_HOMO ... -8.61 eV

Mulliken population analysis, charges in e, atoms 1 to 8: number 1, C, carries -1.65; number 2, C, carries 0.94; number 3, C, carries -1.11; number 4, C, carries -1.28; number 5, N, carries 0.18; number 6, N, carries -0.15; number 7, C, carries 0.02; number 8, C, carries -0.81

Name the most stable of them. Q.